# C38H96AsF12N7O16S2

A molecular structure, C38H96AsF12N7O16S2 in a non-equilibrium geometry (ωB97M-V with the def2-TZVPD basis set, the OMol25 dataset).

The expectation value of S² is 0.751. The calculation puts the relative energy (zero: lowest compared OMol25 entry of this formula, charge and spin) at 116.6 kJ/mol. Its LUMO energy (alpha / beta) is -6.046 / -6.047 eV. The calculation puts the energy at -7321.83588 hartree. Its net charge is +3. For the frontier orbital gap (alpha / beta), the calculation gives 0.1159 / 0.2264 Ha. As for the spin multiplicity: 2.

```
172
Properties=species:S:1:pos:R:3:forces:R:3:mulliken_spin:R:1
C -0.250 2.357 -5.359 -0.1353 0.6101 1.2851 0.00
O -0.802 1.101 -5.069 0.1914 -0.5470 -0.0226 0.00
C -1.121 0.346 -6.210 -0.7493 0.0493 0.1186 0.00
C -1.583 -1.022 -5.777 0.8088 -0.4856 1.0516 0.00
N -0.433 -1.697 -5.007 -1.5586 -0.4304 -0.1688 0.00
H 0.428 -1.399 -5.443 0.6690 -1.0405 -0.5181 0.00
H -0.316 -1.302 -4.085 -0.4843 0.4218 0.7793 0.00
C -0.711 -3.189 -4.795 1.8590 -0.7753 -0.3971 0.00
C 0.343 -3.805 -3.850 0.0356 1.2584 0.8857 0.00
O 1.664 -3.398 -4.213 -1.1799 -0.1789 -1.1802 0.00
C 2.691 -3.797 -3.352 0.6399 0.2373 0.5332 0.00
H -0.606 2.960 -4.524 0.1375 0.4602 -0.0015 0.00
H -0.583 2.843 -6.277 -0.0273 -0.3739 -0.2603 0.00
H 0.836 2.333 -5.275 0.1705 -0.0463 -0.4374 0.00
H -0.264 0.274 -6.880 0.0731 -0.0167 -0.2866 0.00
H -1.958 0.850 -6.692 0.0080 -0.1511 -0.5774 0.00
H -1.839 -1.660 -6.623 0.0955 0.0599 0.0507 0.00
H -2.398 -1.027 -5.055 -0.2093 0.2747 -0.2663 0.00
H -0.653 -3.700 -5.756 -0.0785 0.3632 -0.1886 0.00
H -1.704 -3.356 -4.378 -0.0152 0.5111 0.0498 0.00
H 0.206 -4.881 -3.746 0.0914 -0.1249 -0.4249 0.00
H 0.147 -3.378 -2.866 -0.0984 -0.1251 0.3221 0.00
H 2.684 -3.215 -2.431 -0.2362 0.1105 0.2684 0.00
H 3.633 -3.560 -3.846 -0.0755 -0.2009 -0.1204 0.00
H 2.684 -4.850 -3.069 -0.2003 -0.1626 -0.2738 0.00
C -2.689 1.286 -2.549 -0.2834 -0.7379 -0.5856 0.00
O -3.067 2.657 -2.605 0.5050 0.5671 -0.7746 0.00
C -4.421 2.866 -3.000 0.2048 0.6181 1.8352 0.00
C -4.609 4.418 -3.016 0.4387 -1.2126 -1.4094 0.00
N -3.670 4.909 -4.147 -0.7117 2.3953 2.3218 0.00
H -2.747 4.512 -4.047 0.3187 -0.7650 -0.1281 0.00
H -4.187 4.643 -4.974 0.6105 -0.0828 -0.6841 0.00
C -3.479 6.459 -4.106 -0.5263 -0.3939 -0.3031 0.00
C -2.224 6.859 -4.825 0.3581 -0.6215 -1.4480 0.00
O -1.072 6.166 -4.322 -2.1819 0.6619 0.3309 0.00
C 0.085 6.617 -4.933 1.6217 -0.1508 -0.0229 0.00
H -2.894 0.795 -3.501 -0.8492 -0.0724 -0.0865 0.00
H -3.209 0.791 -1.730 0.1926 -0.1573 -0.0522 0.00
H -1.616 1.096 -2.548 0.1430 0.8931 0.8442 0.00
H -5.049 2.420 -2.229 -0.3997 0.1784 0.0631 0.00
H -4.705 2.336 -3.909 0.2035 0.2896 -0.4806 0.00
H -4.381 4.953 -2.093 0.2589 -0.4018 -0.0792 0.00
H -5.595 4.718 -3.369 -0.1201 -0.1810 0.2624 0.00
H -3.466 6.923 -3.119 -0.0308 -1.0418 0.4820 0.00
H -4.397 6.832 -4.561 0.3045 0.3115 -0.3228 0.00
H -2.102 7.940 -4.901 0.0217 0.1818 0.7382 0.00
H -2.302 6.579 -5.875 -0.1681 -0.2035 -0.3518 0.00
H 0.071 6.733 -6.017 -0.5141 -0.4458 -0.2818 0.00
H 0.785 5.826 -4.663 0.5190 0.2157 -0.2643 0.00
H 0.465 7.579 -4.590 -0.2133 0.0665 0.5149 0.00
C 2.349 -5.364 1.070 -0.1396 -1.7172 0.1874 0.02
O 3.591 -4.695 0.945 -0.7599 1.9591 0.4970 0.01
C 3.510 -3.261 0.841 -0.2602 0.0286 0.1436 0.00
C 2.978 -2.444 2.118 0.4852 -2.3815 0.8251 0.06
N 3.725 -2.958 3.420 0.8576 0.4944 -2.8152 -0.39
H 3.253 -2.509 4.192 -0.3022 0.7689 1.2984 0.34
H 3.575 -3.953 3.507 -0.5844 -0.5166 -0.0704 0.02
C 5.221 -2.814 3.381 -0.4115 0.4489 1.0307 -0.01
C 5.798 -3.058 4.780 -0.6912 0.7294 0.3053 0.11
O 5.039 -2.237 5.690 -0.1231 -0.3237 -1.1501 0.00
C 5.463 -2.262 7.056 0.3494 -0.0319 -1.1462 0.04
H 2.621 -6.359 0.716 -0.2889 -0.3083 0.6048 0.00
H 1.432 -5.157 0.519 0.5289 1.2825 -0.8590 0.00
H 1.969 -5.374 2.092 0.3890 -0.2211 0.4338 0.01
H 2.893 -3.053 -0.034 -0.3644 0.4415 0.2990 0.00
H 4.524 -3.001 0.538 0.0359 0.4308 0.4494 0.00
H 1.967 -2.674 2.457 -0.4104 -0.4191 -0.7828 0.11
H 2.930 -1.355 2.126 0.9206 -0.0411 -0.3846 0.02
H 5.445 -1.777 3.128 -0.0143 -0.1935 -0.4279 0.00
H 5.543 -3.559 2.654 0.3783 0.3565 0.0112 0.01
H 6.843 -2.746 4.764 0.1700 -0.1579 0.0688 0.01
H 5.722 -4.113 5.039 0.0781 -0.1633 0.2423 0.00
H 4.658 -1.811 7.637 0.0871 -0.4229 0.0902 0.01
H 6.350 -1.635 7.142 0.1737 -0.1246 0.2704 -0.01
H 5.692 -3.308 7.261 -0.0942 0.1253 0.8330 0.01
C 3.507 8.495 -5.960 1.0716 1.1667 1.5639 0.00
O 2.917 8.151 -4.673 -1.6199 -1.0998 -0.6498 0.00
C 3.672 8.197 -3.481 1.1276 1.1557 -1.2549 0.00
C 4.558 6.948 -3.308 -1.7941 -0.2130 0.3613 0.00
N 3.620 5.681 -3.543 3.7184 0.7335 -0.3004 0.00
H 2.831 5.589 -2.919 -0.1870 0.0248 0.5632 0.00
H 3.293 5.915 -4.470 -0.6343 -0.3714 -0.4846 0.00
C 4.506 4.370 -3.520 -2.2190 1.0812 -0.0470 0.00
C 3.479 3.254 -3.338 -0.0150 -1.6080 1.1232 0.00
O 2.651 3.415 -2.182 0.6017 1.1642 -0.0463 0.00
C 1.735 2.381 -1.870 -0.7795 -0.5105 -0.0642 0.00
H 4.042 9.440 -5.860 0.3178 0.1650 0.3497 0.00
H 2.766 8.796 -6.701 -0.3386 -1.0759 0.1797 0.00
H 4.277 7.771 -6.227 -0.4454 -0.2540 -0.5650 0.00
H 3.083 8.435 -2.595 -0.6521 -0.5893 -0.2469 0.00
H 4.225 9.125 -3.623 1.0722 -0.2007 0.5860 0.00
H 4.949 6.876 -2.293 0.1625 -0.0363 -0.2062 0.00
H 5.330 6.884 -4.075 -0.0206 -0.1568 0.1766 0.00
H 5.277 4.496 -2.760 -0.5069 -0.1524 0.3541 0.00
H 5.042 4.291 -4.466 -0.3453 0.0139 -0.1209 0.00
H 4.024 2.324 -3.178 0.2378 -0.2014 -0.4184 0.00
H 2.797 3.114 -4.176 0.3186 0.2459 -0.5405 0.00
H 1.079 2.072 -2.684 0.0404 0.4025 -0.6341 0.00
H 1.054 2.755 -1.105 0.3034 0.1263 0.0980 0.00
H 2.138 1.427 -1.529 0.7403 0.2360 0.2354 0.00
C -2.025 -4.054 2.876 -0.9686 -0.8982 0.5718 -0.01
O -1.494 -4.376 4.202 -0.5411 -0.0388 -1.1745 -0.01
C -0.235 -3.829 4.439 -0.3704 -0.4496 0.0907 -0.12
C 0.012 -4.154 5.934 0.8643 1.6305 0.2009 0.08
N 1.229 -3.437 6.529 -0.7954 -1.1743 -0.0523 -0.24
H 2.089 -3.878 6.236 0.7037 -0.7649 0.2858 0.08
H 1.361 -2.555 6.053 -0.2493 1.6463 -0.8063 0.25
C 1.225 -3.184 8.022 0.1352 -0.7460 -0.6734 0.24
C 1.703 -4.453 8.752 0.9212 0.7587 -0.0286 0.00
O 3.013 -4.666 8.280 0.0794 0.2507 -1.3612 0.03
C 3.621 -5.881 8.660 0.2793 0.1183 0.1514 0.00
H -2.629 -3.147 2.886 0.7524 0.4330 0.0090 0.00
H -2.784 -4.802 2.642 0.2169 -0.3670 0.2435 0.00
H -1.311 -4.111 2.054 0.3496 0.3319 0.3212 0.00
H -0.246 -2.772 4.176 0.1817 0.4774 0.6012 0.13
H 0.494 -4.257 3.751 0.4761 -0.3785 0.0714 0.16
H 0.142 -5.211 6.163 -0.4901 0.1348 -0.1650 0.00
H -0.767 -3.640 6.498 -0.5432 -0.7795 -0.1336 0.01
H 0.211 -2.876 8.277 0.1692 -0.0078 0.1902 0.03
H 1.921 -2.347 8.067 0.0138 -0.0855 0.8012 -0.09
H 1.068 -5.314 8.541 -0.2423 -0.0533 0.0908 -0.01
H 1.834 -4.303 9.823 -0.8633 0.1758 0.2277 0.00
H 3.875 -5.814 9.718 -0.0562 -0.4240 0.1344 0.00
H 4.544 -5.977 8.089 -0.0417 0.0870 0.0402 0.00
H 2.997 -6.743 8.426 -0.1462 -0.0684 0.2006 0.00
C -2.795 3.185 1.049 0.1875 0.4211 0.6374 0.00
O -2.235 2.283 1.989 0.8876 -0.9060 -0.6018 -0.02
C -0.970 2.729 2.490 -0.0997 -0.8711 1.0274 0.00
C 0.019 1.535 2.888 -2.2148 0.0054 -0.3093 0.11
N -0.818 0.432 3.511 1.0609 0.3746 1.3650 0.16
H -1.226 -0.183 2.821 -0.8833 0.0685 -0.6392 -0.06
H -0.182 -0.217 3.954 1.1034 -0.5222 0.2295 0.16
C -1.757 0.808 4.648 -0.5751 -0.5774 -1.6558 0.05
C -2.137 -0.429 5.484 -0.8003 0.6755 -1.0191 0.03
O -2.645 -1.465 4.616 0.6181 1.4998 1.3165 -0.07
C -3.793 -2.114 5.152 -0.8588 -1.4437 -1.2402 0.00
H -3.805 2.887 0.768 0.2588 -0.4331 0.0147 0.00
H -2.137 3.287 0.187 -0.1260 -0.0266 -0.2432 0.00
H -2.894 4.143 1.559 -0.0254 0.4146 -0.2075 0.00
H -1.294 3.249 3.392 0.8151 0.3789 0.2930 0.00
H -0.441 3.424 1.837 -0.0872 -0.0562 -0.1956 0.00
H 0.757 1.782 3.651 -0.0800 0.4674 -0.1980 -0.05
H 0.501 1.060 2.033 -0.0279 0.2578 -0.0642 -0.02
H -2.592 1.157 4.040 -0.5264 0.0568 0.7126 -0.01
H -1.376 1.656 5.217 0.3488 -0.3256 0.0500 0.02
H -2.916 -0.017 6.125 -0.2141 -0.2993 0.2097 0.01
H -1.337 -0.774 6.139 0.3000 -0.1668 -0.1887 -0.01
H -4.028 -1.937 6.201 0.3771 0.0479 -0.0879 0.00
H -3.705 -3.172 4.902 0.6508 -0.3093 0.8777 0.00
H -4.679 -1.971 4.533 -0.1700 1.2113 0.0706 0.00
As -0.369 -1.392 -0.095 -2.0446 -2.4155 0.2790 -0.04
F -1.925 -2.370 0.005 2.2123 1.7545 -0.6384 0.00
F -0.379 -1.588 1.700 1.0190 0.2539 -0.9960 -0.13
F 1.218 -0.529 -0.122 -1.6309 -0.7076 0.0875 0.00
F -0.529 -1.301 -1.909 0.2304 0.5473 1.5818 0.00
F -1.237 0.109 0.230 0.8266 -0.6658 -0.8571 -0.01
F 0.486 -2.946 -0.321 -0.3316 1.5161 0.3174 -0.01
C -5.461 -1.276 -3.293 -1.0180 0.7626 0.1345 0.00
F -5.563 -0.123 -2.563 -0.1518 -0.5074 -0.5579 0.00
F -5.550 -0.871 -4.637 0.5945 -0.9764 2.0898 0.00
F -4.262 -1.766 -2.989 0.0697 0.0022 -0.9589 0.00
S -6.885 -2.483 -2.788 -3.4347 1.0896 -0.3568 0.00
O -8.107 -1.664 -2.949 2.7900 -0.7450 0.9509 0.00
O -6.853 -3.600 -3.719 1.0298 1.1666 1.4213 0.00
N -6.546 -2.741 -1.098 -1.1599 3.1405 -4.3252 0.00
S -6.035 -4.174 -1.077 1.5288 -5.7463 0.4067 0.00
O -7.073 -5.208 -1.140 1.2997 1.5808 0.6905 0.00
O -4.853 -4.503 -1.882 -0.5955 0.9304 0.8983 0.00
C -5.375 -4.115 0.705 -0.6806 -1.1305 -1.2667 0.00
F -4.552 -3.089 0.956 -0.7903 0.3040 0.3229 0.00
F -6.449 -4.183 1.514 1.0043 0.6605 0.2518 0.00
F -4.631 -5.210 0.896 -0.1185 -0.2628 0.2296 0.00
```
Forces are in eV/Å.